1.
Molecular formula: C6H6OS
Method: DFT, ωB97M-V with the def2-TZVPD basis set

The electronic energy comes out at -705.46319 a.u. The calculation puts the HOMO energy at -9.10 eV. The relative energy (zero: lowest compared OMol25 entry of this formula, charge and spin) is 428.1 kJ/mol. The calculation puts the frontier orbital gap at 8.3181 eV.

```
! RIJCOSX wB97M-V def2-TZVPD def2/J DEFGRID3
* xyz 0 1
C 2.0684 -0.6433 0.4192
C 0.5511 -0.1326 0.0604
C -0.5668 0.5895 1.0343
C -0.8893 1.0859 -0.4320
C -1.3394 -0.2730 -1.1221
C -0.4339 -1.0803 -0.6618
H 2.8170 -0.0675 -0.1200
H 0.1206 1.3375 1.5108
H -1.4528 0.2654 1.5789
H -1.1000 2.2666 -0.6556
H -2.1695 -0.5225 -1.6003
H -0.3514 -2.0920 -0.8040
O 0.4494 1.0845 -0.7824
S 2.2965 -1.8182 1.5745
*
```

Results of the natural (NBO) charge analysis, in e, for atoms 1 through 4: atom 1 (C): -0.23, atom 2 (C): 0.16, atom 3 (C): -0.40, atom 4 (C): 0.04

***

2.
Molecular formula: C6H7AuBrN3O3
Method: DFT, ωB97M-V with the def2-TZVPD basis set

The electronic energy comes out at -3331.79250 a.u. The calculation puts the HOMO energy (alpha / beta) at -17.56 / -17.56 eV. The calculation puts the frontier orbital gap (alpha / beta) at 9.1583 / 9.1578 eV.

```
! RIJCOSX wB97M-V def2-TZVPD def2/J DEFGRID3
* xyz 2 1
Au -2.0178 -2.5284 0.4639
N -0.2936 -3.4651 1.5586
N 0.8720 -2.6712 1.6263
C 1.1194 -1.4383 1.1226
O 2.1172 -0.8222 1.3230
O 0.0726 -0.9852 0.3105
H -0.6085 -3.6988 2.5070
H -0.0900 -4.3489 1.0772
H 1.6436 -3.0251 2.1936
O -0.5075 3.9205 -2.0579
C -0.3224 2.7549 -1.4933
C 0.9186 2.3739 -0.8229
C 0.9924 1.1857 -0.1897
N -0.0806 0.3415 -0.0505
C -1.3537 0.7225 -0.5925
Br -2.7315 -0.6327 -0.9375
C -1.3831 1.8446 -1.4236
H 0.2618 4.5168 -2.1162
H 1.7561 3.0555 -0.7822
H 1.9134 0.8459 0.2793
H -2.2782 2.0541 -1.9958
*
```

Results of the natural (NBO) charge analysis, in e, for atoms 1 through 4: atom 1 (Au): 0.70, atom 2 (N): -0.69, atom 3 (N): -0.47, atom 4 (C): 0.88

***

3.
Molecular formula: C6H7AuN3O2S3SbSe
Method: DFT, ωB97M-V with the def2-TZVPD basis set

The electronic energy comes out at -4519.61141 a.u. The calculation puts the HOMO energy (alpha / beta) at -4.33 / -4.32 eV. The expectation value of S² is 0.75. The relative energy (zero: lowest compared OMol25 entry of this formula, charge and spin) is 0.0 kJ/mol. The calculation puts the frontier orbital gap (alpha / beta) at 6.2241 / 3.8126 eV.

```
! RIJCOSX wB97M-V def2-TZVPD def2/J DEFGRID3
* xyz -1 2
Au 0.0648 0.4343 0.4166
S -1.2743 0.6399 4.9252
Sb -1.0541 -1.0654 3.4542
S 1.0406 -0.5517 2.2010
S -1.9353 -0.1745 1.2723
N -0.7833 1.3132 -1.3804
N 0.1585 2.2346 -1.8877
C 1.5371 2.0166 -1.5484
O 2.3561 2.5539 -2.2704
O 1.7622 1.3126 -0.4977
H -0.9562 0.5443 -2.0249
H -1.6583 1.7654 -1.1390
H 0.0386 2.4605 -2.8637
Se -0.0225 -2.2056 -1.6766
C 0.8496 -3.6601 -2.4984
C 0.7180 -3.9449 -3.8569
C 1.3666 -5.0546 -4.3728
N 2.1381 -5.8644 -3.6499
C 2.2737 -5.5778 -2.3566
C 1.6505 -4.5078 -1.7339
H 0.1212 -3.3104 -4.4978
H 1.2676 -5.2986 -5.4250
H 2.9073 -6.2428 -1.7802
H 1.7806 -4.3314 -0.6747
*
```

Results of the natural (NBO) charge analysis, in e, for atoms 1 through 4: atom 1 (Au): 1.01, atom 2 (S): -0.88, atom 3 (Sb): 0.87, atom 4 (S): -0.62

***

4.
Molecular formula: C6H7B
Method: DFT, ωB97M-V with the def2-TZVPD basis set

The electronic energy comes out at -257.43628 a.u. The calculation puts the HOMO energy (alpha / beta) at -7.11 / -7.31 eV. The relative energy (zero: lowest compared OMol25 entry of this formula, charge and spin) is 311.1 kJ/mol. The calculation puts the frontier orbital gap (alpha / beta) at 7.1590 / 7.2073 eV.

```
! RIJCOSX wB97M-V def2-TZVPD def2/J DEFGRID3
* xyz 0 1
B -1.8672 0.6489 -0.1250
C -1.6818 -0.7592 -0.0349
C -0.9643 -1.7610 -0.0821
C -0.7295 1.7278 -0.1342
C 0.4664 -1.7542 0.1053
C 1.0063 -0.2085 -0.1733
C 0.3481 0.9658 0.4867
H -0.6086 1.9234 -1.1629
H -0.9360 2.6332 0.3991
H 0.6693 -2.1845 1.0660
H 0.9763 -2.1881 -0.6576
H 2.1075 -0.2687 0.1130
H 0.7480 0.0585 -1.3009
H 0.4655 1.1666 1.5010
*
```

Results of the natural (NBO) charge analysis, in e, for atoms 1 through 4: atom 1 (B): 0.64, atom 2 (C): -0.49, atom 3 (C): 0.09, atom 4 (C): -0.80

***

5.
Molecular formula: C6H7Br
Method: DFT, ωB97M-V with the def2-TZVPD basis set

The electronic energy comes out at -2806.77651 a.u. The calculation puts the HOMO energy at -8.74 eV. Its structure (SMILES) is C=C1CCC=C1Br. The relative energy (zero: lowest compared OMol25 entry of this formula, charge and spin) is 18.4 kJ/mol. The calculation puts the frontier orbital gap at 9.5801 eV.

```
! RIJCOSX wB97M-V def2-TZVPD def2/J DEFGRID3
* xyz 0 1
C 0.8728 -0.6151 -1.8816
C 0.3169 -0.3071 -0.7343
C -1.1036 -0.3758 -0.2305
C -1.1101 0.4358 1.0310
C 0.3761 0.7296 1.3833
C 1.1036 0.3048 0.3703
Br 3.0516 0.5908 0.4955
H 0.1785 -0.8870 -2.6792
H 1.9069 -0.3940 -2.1659
H -1.8745 -0.1332 -0.8193
H -1.1703 -1.4682 0.1244
H -1.5377 -0.1975 1.8634
H -1.8092 1.3033 0.8810
H 0.7991 1.0138 2.3619
*
```

Results of the natural (NBO) charge analysis, in e, for atoms 1 through 4: atom 1 (C): -0.39, atom 2 (C): -0.05, atom 3 (C): -0.42, atom 4 (C): -0.42

***

6.
Molecular formula: C6H7BrN2
Method: DFT, ωB97M-V with the def2-TZVPD basis set

The electronic energy comes out at -2916.24579 a.u. The calculation puts the HOMO energy at -9.88 eV. The relative energy (zero: lowest compared OMol25 entry of this formula, charge and spin) is 153.8 kJ/mol. The calculation puts the frontier orbital gap at 10.2414 eV.

```
! RIJCOSX wB97M-V def2-TZVPD def2/J DEFGRID3
* xyz 0 1
C 2.4064 -1.6412 -0.0765
C 0.2407 -0.0599 0.4397
C -0.2102 0.8270 -0.6698
C -1.6503 0.5118 -0.7012
C -1.9130 -0.0934 0.7372
C 2.2181 -0.4004 0.5894
N 2.4940 -2.5799 -0.7625
N -0.6091 -0.7283 1.1276
Br 3.1209 1.0468 -0.3068
H 0.0531 1.9350 -0.3236
H 0.4581 0.5830 -1.5107
H -2.3929 1.3653 -0.8891
H -1.7854 -0.1920 -1.5356
H -2.1178 0.7208 1.5083
H -2.6990 -0.7517 0.6427
H 2.3863 -0.5430 1.7308
*
```

Results of the natural (NBO) charge analysis, in e, for atoms 1 through 4: atom 1 (C): 0.21, atom 2 (C): 0.42, atom 3 (C): -0.54, atom 4 (C): -0.43

***

7.
Molecular formula: C6H7BrN2O2
Method: DFT, ωB97M-V with the def2-TZVPD basis set

The electronic energy comes out at -3066.60646 a.u. The calculation puts the HOMO energy at -8.45 eV. The relative energy (zero: lowest compared OMol25 entry of this formula, charge and spin) is 548.6 kJ/mol. The calculation puts the frontier orbital gap at 7.8080 eV.

```
! RIJCOSX wB97M-V def2-TZVPD def2/J DEFGRID3
* xyz 0 1
C 1.5564 0.3812 -0.2785
C 1.0309 -0.4943 0.6338
C -0.9630 -0.4744 0.3959
C -1.4922 0.5164 -0.2385
C 0.8362 1.0874 -1.2784
C -0.5849 1.5627 -0.8793
N 1.5886 -1.3386 1.4561
N -1.4860 -1.5386 1.1478
O -0.9372 -1.8497 2.1724
O -2.4707 -2.1137 0.6094
Br -3.4148 0.8445 -0.4037
H 2.5435 0.6398 -0.3281
H 1.3017 1.9649 -1.6171
H 0.7171 0.3763 -2.1636
H -0.9936 1.9575 -1.9434
H -0.4336 2.3307 -0.2165
H 0.9324 -1.9574 2.0104
H 2.2691 -1.8948 0.9214
*
```

Results of the natural (NBO) charge analysis, in e, for atoms 1 through 4: atom 1 (C): -0.34, atom 2 (C): 0.31, atom 3 (C): -0.01, atom 4 (C): -0.01

***

8.
Molecular formula: C6H7BrN4O4
Method: DFT, ωB97M-V with the def2-TZVPD basis set

The electronic energy comes out at -3326.50327 a.u. The calculation puts the HOMO energy at -9.17 eV. Its structure (SMILES) is [H]/N=C(/N)[C@@H](Br)/C=C(\C=C=[N+]([O-])O)[N+](=O)[O-]. The relative energy (zero: lowest compared OMol25 entry of this formula, charge and spin) is 208.9 kJ/mol. The calculation puts the frontier orbital gap at 7.7062 eV.

```
! RIJCOSX wB97M-V def2-TZVPD def2/J DEFGRID3
* xyz 0 1
H -0.3391 1.0836 -0.7765
N 0.6712 0.9278 -0.7052
C 0.7065 -0.3195 -0.6008
N 1.8750 -0.9771 -0.2325
C -0.3892 -1.2910 -0.7819
Br -0.2353 -2.8305 0.2616
C -1.7304 -0.7170 -0.6781
C -2.1485 -0.1170 0.4593
C -1.4248 0.0534 1.6930
C -0.1441 0.1733 1.7719
N 0.9229 0.6265 2.3811
O 2.0460 0.1958 2.7229
O 0.7258 2.0278 2.4975
N -3.4974 0.4023 0.4797
O -3.8378 1.0244 1.4682
O -4.1760 0.2452 -0.5251
H 2.5666 -0.3771 0.1818
H 2.1239 -1.9407 -0.3166
H -0.4170 -1.8048 -1.8078
H -2.4174 -0.6406 -1.4901
H -2.0256 0.2295 2.5827
H 1.5859 2.1695 2.7953
*
```

Results of the natural (NBO) charge analysis, in e, for atoms 1 through 4: atom 1 (H): 0.33, atom 2 (N): -0.65, atom 3 (C): 0.41, atom 4 (N): -0.83

***

Copy entry 6 word for word.
Molecular formula: C6H7BrN2
Method: DFT, ωB97M-V with the def2-TZVPD basis set

The electronic energy comes out at -2916.24579 a.u. The calculation puts the HOMO energy at -9.88 eV. The relative energy (zero: lowest compared OMol25 entry of this formula, charge and spin) is 153.8 kJ/mol. The calculation puts the frontier orbital gap at 10.2414 eV.

```
! RIJCOSX wB97M-V def2-TZVPD def2/J DEFGRID3
* xyz 0 1
C 2.4064 -1.6412 -0.0765
C 0.2407 -0.0599 0.4397
C -0.2102 0.8270 -0.6698
C -1.6503 0.5118 -0.7012
C -1.9130 -0.0934 0.7372
C 2.2181 -0.4004 0.5894
N 2.4940 -2.5799 -0.7625
N -0.6091 -0.7283 1.1276
Br 3.1209 1.0468 -0.3068
H 0.0531 1.9350 -0.3236
H 0.4581 0.5830 -1.5107
H -2.3929 1.3653 -0.8891
H -1.7854 -0.1920 -1.5356
H -2.1178 0.7208 1.5083
H -2.6990 -0.7517 0.6427
H 2.3863 -0.5430 1.7308
*
```

Results of the natural (NBO) charge analysis, in e, for atoms 1 through 4: atom 1 (C): 0.21, atom 2 (C): 0.42, atom 3 (C): -0.54, atom 4 (C): -0.43

***

Which of these has the lowest electronic energy?
C6H7AuN3O2S3SbSe

***

Which value of electronic energy does entry 6 give?
-2916.24579 a.u.

***

Look up the electronic energy of the fourth one.
-257.43628 a.u.